(1)
# C6H5NO3

C6H5NO3 in the gas phase in a non-equilibrium geometry (wB97M-V/def2-TZVPD, the OMol25 dataset).

The geometry in XYZ format:
```
15
Properties=species:S:1:pos:R:3
C 2.52 1.14 -0.19
C 1.45 0.12 0.12
O 1.85 -0.84 1.10
N 0.75 -1.71 1.24
C -0.15 -1.33 0.47
C 0.22 -0.16 -0.31
C -0.99 -0.90 -0.67
O -2.30 -0.18 -0.51
C -3.32 0.32 0.27
O -3.70 0.05 1.39
H 3.31 0.69 -0.90
H 1.99 2.02 -0.52
H 3.32 1.24 0.61
H -1.17 -1.43 -1.68
H -3.78 0.97 -0.43
```

## Properties
HOMO level   -0.37323 hartree
SMILES   Cc1onc2c1[C@@H]2OC=O
Gap between HOMO and LUMO   10.47 eV
Molecular weight   139.110 g mol⁻¹

Atomic partial charges in e from the natural (NBO) method, atoms 1 to 4:
1 C -0.69
2 C 0.36
3 O -0.29
4 N -0.09



(2)
# C37H33Cl68N6O6S

A 18-piece molecular cluster, C37H33Cl68N6O6S overall in a non-equilibrium geometry (wB97M-V/def2-TZVPD, the OMol25 dataset).

The geometry in XYZ format:
```
151
Properties=species:S:1:pos:R:3
C -2.25 -3.46 0.41
C -1.20 -2.16 0.56
N -0.80 -1.79 -0.85
C 0.01 -0.52 -0.92
C 0.99 -0.15 0.34
C 2.26 -1.16 0.55
C 3.60 -0.44 -0.08
C 4.90 -1.47 -0.17
N 4.78 -2.68 0.74
N 0.81 -0.56 -2.21
C 1.77 -1.58 -2.79
C 1.18 -2.45 -4.04
O 0.72 -3.76 -3.48
C -0.50 -4.08 -4.23
O -1.65 -3.52 -3.78
C 0.66 0.53 -3.02
C 1.26 0.92 -4.50
C -0.04 0.87 -5.55
S 0.44 0.42 -7.30
C 1.81 1.65 -7.73
N 2.65 1.31 -8.94
N 3.57 2.36 -8.98
C 3.32 3.35 -7.83
O 2.18 2.91 -7.01
C -0.35 1.58 -2.27
O 0.59 2.58 -1.73
C -1.19 0.60 -1.26
O -2.11 -0.23 -2.05
C -3.50 -0.13 -1.58
N -4.77 0.19 -1.45
O -1.54 1.04 0.10
C -2.05 2.41 0.13
C -1.01 3.45 0.93
H -2.63 -3.85 1.45
H -3.13 -3.16 -0.33
H -1.63 -4.30 -0.14
H -0.27 -2.54 1.17
H -1.80 -1.34 1.14
H -0.29 -2.63 -1.22
H 1.45 0.92 0.12
H 0.45 -0.06 1.38
H 2.09 -2.26 0.20
H 2.45 -1.22 1.73
H 3.93 0.40 0.70
H 3.39 0.14 -1.10
H 5.88 -0.89 0.17
H 4.97 -1.86 -1.27
H 4.05 -3.31 0.31
H 5.67 -3.24 0.69
H 2.76 -1.00 -3.13
H 2.16 -2.37 -1.98
H 2.11 -2.73 -4.74
H 0.37 -1.91 -4.68
H -0.43 -4.74 -5.19
H 1.57 2.07 -4.47
H 2.16 0.27 -4.85
H -0.73 -0.02 -5.14
H -0.67 1.88 -5.51
H 3.90 4.32 -7.54
H -1.17 2.01 -2.99
H 0.48 3.41 -2.30
H -3.02 2.39 0.83
H -2.42 2.84 -0.89
H -1.27 3.52 2.09
H -1.19 4.52 0.44
H 0.13 3.13 0.79
C -7.20 3.47 -2.06
Cl -7.44 4.87 -3.14
Cl -5.62 3.61 -1.24
Cl -8.50 3.42 -0.84
Cl -7.23 1.97 -3.02
C -2.10 -3.58 4.84
Cl -1.52 -4.89 3.79
Cl -3.89 -3.53 4.80
Cl -1.55 -3.86 6.51
Cl -1.46 -2.02 4.26
C -8.35 3.64 3.54
Cl -9.98 4.19 3.07
Cl -7.81 4.54 4.98
Cl -8.40 1.90 3.91
Cl -7.21 3.93 2.20
C -0.55 -8.01 5.93
Cl 0.28 -6.62 6.68
Cl -0.06 -9.51 6.75
Cl -2.31 -7.80 6.07
Cl -0.10 -8.11 4.21
C -4.82 5.58 7.50
Cl -4.64 3.93 6.85
Cl -3.34 6.05 8.36
Cl -5.12 6.72 6.16
Cl -6.20 5.62 8.62
C 7.04 0.65 2.99
Cl 7.77 1.68 4.25
Cl 7.20 1.45 1.41
Cl 7.87 -0.92 2.95
Cl 5.31 0.40 3.36
C -9.49 5.20 11.46
Cl -7.97 4.77 12.29
Cl -10.87 4.71 12.46
Cl -9.54 6.97 11.20
Cl -9.56 4.37 9.88
C 2.93 4.92 -12.22
Cl 4.02 6.33 -12.32
Cl 1.24 5.45 -12.42
Cl 3.34 3.76 -13.51
Cl 3.12 4.13 -10.64
C 3.40 -6.23 2.96
Cl 4.23 -4.84 3.71
Cl 3.89 -7.73 3.78
Cl 1.64 -6.02 3.10
Cl 3.85 -6.33 1.23
C -7.04 -2.63 0.32
Cl -7.28 -1.23 -0.76
Cl -5.47 -2.49 1.14
Cl -8.34 -2.68 1.53
Cl -7.07 -4.13 -0.65
C 10.45 2.44 -0.73
Cl 8.82 2.99 -1.20
Cl 10.99 3.35 0.71
Cl 10.40 0.70 -0.36
Cl 11.59 2.73 -2.07
C 11.66 -2.94 -1.90
Cl 13.29 -3.63 -1.69
Cl 10.57 -4.19 -2.55
Cl 11.05 -2.37 -0.32
Cl 11.74 -1.57 -3.03
C -2.61 4.44 11.87
Cl -2.03 3.12 10.81
Cl -4.39 4.48 11.83
Cl -2.06 4.15 13.54
Cl -1.97 5.99 11.29
C 1.49 -7.65 -1.81
Cl 3.15 -7.01 -1.77
Cl 1.39 -8.95 -3.03
Cl 1.07 -8.30 -0.21
Cl 0.36 -6.34 -2.24
C -0.17 3.87 7.25
Cl -1.59 3.99 6.19
Cl -0.47 4.78 8.75
Cl 0.14 2.16 7.64
Cl 1.26 4.55 6.42
C -2.59 -5.42 -8.09
Cl -2.57 -4.70 -6.46
Cl -3.09 -4.19 -9.27
Cl -0.96 -6.01 -8.50
Cl -3.74 -6.78 -8.12
C -0.83 5.37 -4.98
Cl 0.69 4.94 -4.15
Cl -2.21 4.87 -3.98
Cl -0.88 7.13 -5.24
Cl -0.90 4.54 -6.55
```

## Properties
HOMO level   -0.41128 hartree
Gap between HOMO and LUMO   7.10 eV
Net charge   +1
Molecular weight   3100.578 g mol⁻¹

Atomic partial charges in e from the Mulliken method, atoms 1 to 4:
1 C -0.75
2 C 0.15
3 N 0.17
4 C -1.06



(3)
# C25H29N7O2ReS

C25H29N7O2ReS as an isolated structure in a non-equilibrium geometry (wB97M-V/def2-TZVPD, the OMol25 dataset).

The geometry in XYZ format:
```
65
Properties=species:S:1:pos:R:3
Re 0.61 0.31 0.28
C 2.26 -3.72 1.22
O 3.22 -2.83 0.57
C 2.66 -1.70 0.38
N 1.40 -1.57 0.77
C 1.06 -2.79 1.54
C -0.31 -3.38 1.27
C -1.15 -2.91 0.27
C -2.39 -3.49 0.07
C -2.80 -4.54 0.88
C -1.97 -5.01 1.89
C -0.72 -4.44 2.08
C 3.38 -0.53 -0.15
C 4.73 -0.43 -0.42
C 5.24 0.82 -0.76
C 4.40 1.93 -0.82
C 3.05 1.74 -0.55
N 2.56 0.53 -0.24
C 1.97 2.74 -0.57
N 0.74 2.39 -0.24
C -0.14 3.55 -0.58
C 0.89 4.66 -0.87
O 2.17 3.94 -0.96
C -1.21 3.85 0.45
C -2.05 2.81 0.85
C -3.07 3.03 1.77
C -3.27 4.31 2.27
C -2.46 5.35 1.85
C -1.45 5.14 0.92
H 2.73 -4.15 2.10
H 2.00 -4.52 0.52
H 1.09 -2.52 2.61
H -0.81 -2.10 -0.38
H -3.05 -3.14 -0.71
H -3.77 -5.00 0.72
H -2.29 -5.82 2.53
H -0.08 -4.81 2.87
H 5.37 -1.30 -0.34
H 6.30 0.94 -0.96
H 4.77 2.92 -1.06
H -0.66 3.28 -1.50
H 0.99 5.40 -0.08
H 0.73 5.17 -1.81
H -1.96 1.86 0.34
H -3.75 2.23 2.04
H -4.10 4.49 2.95
H -2.60 6.34 2.27
H -0.86 5.98 0.58
C -1.40 -2.44 -4.80
N -0.53 -1.64 -3.93
C -0.94 -0.95 -2.90
N -2.19 -0.96 -2.50
S 0.28 0.11 -2.15
H -0.78 -2.94 -5.54
H -2.11 -1.81 -5.33
H -1.93 -3.20 -4.22
H 0.44 -1.56 -4.20
H -2.90 -1.44 -3.05
H -2.53 -0.31 -1.80
N -0.95 0.06 1.88
N 0.25 0.64 2.42
H -1.78 0.61 2.12
H -1.09 -0.90 2.20
H 0.64 0.14 3.22
H 0.10 1.61 2.69
```

## Properties
HOMO level (spin up / spin down)   -0.70888 / -0.70893 hartree
⟨S²⟩   0.771
Gap between HOMO and LUMO (spin up / spin down)   4.24 / 4.57 eV
Net charge   +4
Molecular weight   677.828 g mol⁻¹
Spin multiplicity   2

Atomic partial charges in e from the natural (NBO) method, atoms 1 to 4:
1 Re 1.33
2 C -0.09
3 O -0.34
4 C 0.67



(4)
# C5H7NO2

A 2-piece molecular cluster, C5H7NO2 overall in a non-equilibrium geometry (wB97M-V/def2-TZVPD, the OMol25 dataset).

The geometry in XYZ format:
```
15
Properties=species:S:1:pos:R:3
C 0.18 -0.21 -0.83
C -0.42 0.59 -0.01
C -1.84 0.99 -0.13
C 0.36 1.46 0.84
O 1.57 1.40 0.93
H -0.41 -0.72 -1.51
H 1.16 -0.41 -0.78
H -2.43 0.66 -1.00
H -1.93 2.02 0.09
H -2.35 0.34 0.70
H -0.29 2.06 1.38
N 1.48 -1.18 2.57
C 2.14 -2.09 2.13
O 2.54 -3.17 1.92
H 1.55 -0.14 2.34
```

## Properties
HOMO level   -0.38142 hartree
SMILES   C=C(C)C=O.N=C=O
Gap between HOMO and LUMO   10.06 eV
Molecular weight   113.116 g mol⁻¹

Atomic partial charges in e from the natural (NBO) method, atoms 1 to 4:
1 C -0.25
2 C -0.15
3 C -0.64
4 C 0.42



These records have ΔE to the lowest compared entry with this formula, charge and spin values of 718.05 1149.58 0.00 185.95 kJ/mol, in the order they appear.